Here is a 10-piece molecular cluster, C28H81N5O10 overall at a distorted geometry from the Open Molecules 2025 dataset. Energies are from ωB97M-V/def2-TZVPD.

```
124
Properties=species:S:1:pos:R:3:forces:R:3
C -1.42972 -4.29536 -2.99573 -0.68 0.19 -0.20
O -2.47228 -3.29739 -3.02436 1.37 -0.13 0.15
C -1.92219 -2.01752 -3.37889 0.94 -0.98 -0.55
C -2.98884 -0.98302 -3.26705 -1.41 0.20 0.80
C -3.61751 -0.98454 -1.86419 0.46 -0.23 -0.13
N -4.01740 -1.18583 -4.31360 -0.74 -1.48 0.39
H -1.88599 -5.21982 -2.66790 -0.23 -0.17 0.00
H -0.61889 -4.08602 -2.28813 -0.13 0.42 -0.04
H -0.99605 -4.46432 -3.99245 -0.14 0.19 0.13
H -1.03112 -1.79924 -2.76588 -0.43 0.09 0.34
H -1.50105 -2.10973 -4.39579 -0.39 0.23 -0.05
H -2.62096 0.02274 -3.35033 0.77 0.42 -0.63
H -4.34529 -0.18104 -1.81853 -0.27 -0.06 0.17
H -2.91084 -0.86633 -1.04495 0.34 0.37 -0.09
H -4.03937 -1.95276 -1.68437 -0.75 -0.45 0.06
H -4.83344 -0.59153 -4.12364 0.53 -0.10 -0.04
H -4.40851 -2.16512 -4.17422 0.75 1.48 -0.30
C 3.36573 0.08671 3.97202 0.06 -0.44 0.18
O 2.51729 0.07553 5.10020 0.29 0.48 0.51
C 1.90152 -1.17118 5.33724 0.78 -0.40 0.07
C 1.08965 -1.04962 6.63503 0.49 1.66 0.16
C 2.01912 -0.94718 7.87122 1.13 0.41 -2.11
N 0.08606 -2.09921 6.78899 1.69 0.36 -0.85
H 3.76717 1.07374 3.94681 0.67 0.66 0.01
H 2.75679 0.01356 3.08386 -0.12 -0.49 -0.61
H 4.19215 -0.68096 3.97688 -0.93 0.61 0.17
H 1.31297 -1.39419 4.45210 -0.60 -0.38 -0.01
H 2.73817 -1.89959 5.37642 -0.64 -0.19 0.34
H 0.64353 -0.01801 6.59677 -0.08 -0.69 -0.28
H 2.90216 -0.24821 7.61268 -1.23 -1.38 0.36
H 2.30824 -1.97683 8.04343 0.57 -0.04 0.58
H 1.53959 -0.49494 8.70876 -0.56 0.04 0.71
H -0.58474 -1.97232 6.05151 -0.61 -0.17 0.04
H -0.29126 -1.95511 7.69166 -1.01 -0.14 0.79
C -5.62403 2.65164 -0.66480 -1.69 -0.67 0.12
O -4.70542 2.80508 0.36471 -0.03 -0.33 -0.40
C -3.89870 1.66407 0.49463 -0.75 -0.35 0.92
C -2.94822 1.96381 1.62749 1.85 -1.03 -2.59
C -2.12912 3.20455 1.38663 -1.16 1.08 3.15
N -2.05006 0.78567 1.63590 1.01 0.36 0.90
H -5.29460 2.28047 -1.61614 1.28 -0.24 -0.43
H -5.99245 3.63965 -0.89633 -0.73 0.17 0.21
H -6.40772 1.87529 -0.41015 0.22 1.10 0.20
H -4.47758 0.73786 0.82061 0.30 0.93 -0.65
H -3.41084 1.47853 -0.46573 0.22 -0.18 0.21
H -3.50320 2.04863 2.49418 -1.07 -0.06 2.06
H -1.36716 3.27549 2.19012 -0.19 -0.04 -0.42
H -2.76101 4.11220 1.50102 0.47 -0.44 -0.57
H -1.65128 3.10713 0.47913 1.05 0.23 -2.17
H -1.48801 0.87295 0.77043 -0.40 -0.36 0.40
H -1.34927 0.93402 2.39098 -0.43 -0.16 -0.56
C 3.95604 1.22114 -2.11322 -0.50 -1.43 0.19
O 2.84786 1.14379 -1.21314 0.26 0.31 -0.10
C 2.16468 -0.08447 -1.15069 -0.09 -0.79 -1.05
C 0.81562 0.03910 -0.49349 -0.56 -1.65 0.88
C 0.29035 -1.41251 -0.19880 1.75 0.05 0.46
N -0.12486 0.84830 -1.20321 -0.15 0.82 -1.06
H 4.80964 0.58140 -1.79979 -0.39 0.39 0.09
H 4.24938 2.25512 -2.15678 0.15 0.32 -0.09
H 3.65650 0.84451 -3.10872 0.00 0.35 0.11
H 1.97667 -0.52074 -2.17651 0.20 0.56 0.56
H 2.70581 -0.87223 -0.63163 0.63 0.03 0.26
H 0.89115 0.39506 0.53561 0.32 0.73 -0.16
H -0.74663 -1.46100 0.11847 -0.13 0.09 -0.30
H 0.90242 -1.63268 0.69781 -0.50 -0.52 -0.24
H 0.58422 -2.20660 -0.92605 -0.54 0.75 0.12
H -0.13348 0.54258 -2.18250 -0.41 -0.09 0.26
H 0.29172 1.77335 -1.30407 -0.20 0.14 0.18
C 0.58259 2.86617 -4.15686 0.94 -0.92 -0.03
O -0.67182 2.65479 -3.57976 -0.55 0.06 -0.55
C -1.64515 3.53396 -4.18129 3.25 1.05 -1.12
C -2.94048 3.24832 -3.64286 -2.97 -0.30 1.58
C -3.98308 4.31901 -4.00587 0.90 0.43 -0.73
N -2.92248 3.23943 -2.16514 0.41 -0.07 -0.03
H 0.69180 3.92660 -4.37912 0.83 0.29 0.78
H 0.74093 2.42712 -5.13552 -0.72 -0.49 -0.67
H 1.35676 2.29225 -3.57126 -0.59 1.37 0.03
H -1.32838 4.60713 -3.90414 -0.45 -1.22 -0.50
H -1.58038 3.41373 -5.29664 -0.18 0.19 0.75
H -3.33271 2.25654 -3.98747 0.45 0.62 0.22
H -4.92091 4.01576 -3.55752 -0.13 0.47 0.34
H -4.15598 4.38011 -5.08127 0.07 -0.15 -0.13
H -3.60148 5.34754 -3.72858 -0.69 -1.09 0.17
H -2.13425 2.67912 -1.82165 -0.30 0.35 -0.17
H -2.81033 4.20258 -1.81987 0.00 -0.61 -0.12
C 1.35589 -3.15160 -5.42352 2.49 -0.37 -1.18
C 1.86078 -1.88767 -4.82598 -1.79 0.88 0.58
O 2.82050 -2.25753 -3.89638 0.28 -1.29 0.83
H 1.08375 -3.86082 -4.67440 -0.13 -0.51 0.44
H 2.25863 -3.48465 -6.00376 -0.88 -0.54 0.55
H 0.60142 -3.03630 -6.14837 -1.21 0.37 -0.68
H 0.98406 -1.35740 -4.34842 0.87 -0.01 -0.25
H 2.31264 -1.27058 -5.58245 -0.07 0.56 -0.48
H 3.38603 -1.54934 -3.64270 0.50 0.93 0.17
C 7.15280 -3.30136 -1.29687 -0.56 0.39 1.00
C 6.18599 -2.14854 -0.89878 1.42 -0.97 0.22
O 6.98887 -1.29095 -0.11763 -0.14 0.65 0.12
H 8.04852 -2.80667 -1.67503 -0.06 -0.08 -0.27
H 6.73148 -3.98055 -2.07544 0.39 0.21 0.93
H 7.48339 -3.74207 -0.30510 -0.54 -0.17 -1.43
H 5.33605 -2.45351 -0.32577 -0.58 -0.72 0.50
H 5.76267 -1.69500 -1.77146 0.00 0.74 -0.85
H 6.47689 -0.87689 0.61290 0.22 -0.29 -0.53
C -4.16731 -2.92039 4.05995 2.20 0.26 -0.38
C -3.16020 -1.75691 4.20953 -0.16 -0.29 -0.54
O -2.23007 -1.71696 3.13866 0.22 -1.66 0.86
H -4.84181 -2.94337 4.86654 -0.83 -0.07 1.21
H -3.54920 -3.84297 4.06264 -0.60 0.36 -0.13
H -4.73413 -2.84638 3.15568 -0.18 0.02 -0.68
H -2.63638 -1.87263 5.15151 0.28 -0.20 0.34
H -3.59314 -0.77231 4.25090 -0.85 0.36 0.19
H -2.30119 -0.87710 2.71526 -0.07 1.16 -1.00
C -0.98194 1.68385 5.16111 -1.80 -0.58 0.38
O 0.08091 1.35854 4.32054 0.93 -0.24 0.18
H -0.69655 2.40298 5.95642 -0.31 -0.23 -0.45
H -1.84118 2.06653 4.53922 1.02 0.06 0.56
H -1.43331 0.76006 5.63676 0.56 0.78 -0.14
H 0.82548 1.02768 4.88040 -0.43 0.30 -0.79
C 5.53103 1.36157 0.97862 1.29 0.59 -0.67
O 5.84181 0.20640 1.72996 0.25 -0.43 1.28
H 5.83748 2.25918 1.51623 -0.51 0.13 0.16
H 6.16867 1.37756 0.06611 -0.59 -0.14 0.26
H 4.47741 1.34665 0.71858 -0.03 0.13 0.04
H 6.52549 0.38280 2.40780 -0.60 0.01 -0.71
```
Forces are in eV/Å.

Computed properties:
Kohn-Sham gap: 0.3529 Eh
SMILES: COC[C@H](C)N.COC[C@H](C)N.COC[C@H](C)N.COC[C@H](C)N.COC[C@H](C)N.CCO.CCO.CCO.CO.CO
max |F|: 0.0699 Eh/bohr

Atom charges from the Mulliken analysis, given in e for atoms 1 to 8:
1 C -0.65
2 O -0.42
3 C 0.09
4 C 1.67
5 C -0.97
6 N -0.80
7 H 0.34
8 H 0.17

=====

Here is a 10-piece molecular cluster, C28H82N6O10 overall at a distorted geometry from the Open Molecules 2025 dataset. Energies are from ωB97M-V/def2-TZVPD.

```
126
Properties=species:S:1:pos:R:3:forces:R:3
C 2.23489 -1.47659 -3.45652 0.04 0.41 -2.60
O 3.06289 -1.65359 -4.67552 -0.17 -2.77 2.54
C 3.89389 -0.58759 -4.97352 -10.62 -5.67 -11.44
C 4.96189 -0.92659 -5.93052 -0.64 -0.24 -3.03
C 6.12089 -1.77859 -5.41052 -4.05 1.35 3.55
N 5.48689 0.30241 -6.50652 -0.67 3.67 -1.54
H 1.38989 -2.07559 -3.17752 0.01 -1.62 -1.11
H 1.81389 -0.61659 -3.79852 -2.27 2.92 -0.42
H 2.55489 -1.15759 -2.53052 2.62 0.18 1.99
H 3.28889 0.20641 -5.41052 -0.20 0.30 -0.17
H 4.42089 -0.24959 -4.41552 9.97 7.19 14.23
H 4.38889 -1.39859 -6.77352 1.15 -0.27 0.38
H 6.58089 -1.41959 -4.46652 -0.58 -0.12 -0.33
H 6.82189 -1.80859 -6.07552 4.23 -0.01 -4.12
H 5.73889 -2.75159 -5.32552 -0.36 -1.53 0.70
H 4.80389 0.98041 -7.03552 0.87 -2.69 0.65
H 5.72489 1.06541 -5.86152 0.64 -1.06 0.78
C -4.58411 0.70341 -0.84752 2.23 -2.33 4.92
O -3.59711 -0.21059 -1.40452 -1.98 0.04 0.45
C -4.12611 -1.53859 -1.48652 -0.03 0.82 -4.52
C -2.92611 -2.37059 -2.03052 -5.52 -1.13 -3.40
C -2.20811 -2.00959 -3.34552 0.20 -0.62 2.56
N -3.41611 -3.75659 -2.07652 0.40 -0.33 1.46
H -5.22711 0.00741 -0.09352 1.49 1.98 -0.98
H -5.29711 0.90641 -1.55352 -1.36 1.64 -1.99
H -3.95111 1.53041 -0.21552 -2.14 -1.78 -1.98
H -4.60511 -1.90359 -0.61352 0.31 -0.24 1.57
H -5.12811 -1.68059 -2.25752 2.71 0.84 1.37
H -2.21011 -2.36959 -1.39052 4.39 0.10 4.75
H -2.96611 -1.70959 -4.01152 -0.46 -0.14 -1.70
H -1.56511 -2.93359 -3.50352 -0.85 1.43 -0.62
H -1.63411 -1.12659 -3.06652 0.42 0.01 -0.49
H -4.15511 -3.85659 -2.73352 -0.60 0.00 -0.89
H -3.88311 -3.90459 -1.16652 0.43 -0.36 -0.57
C -4.58211 0.06241 2.97048 3.76 1.20 0.26
O -5.87411 0.12441 2.62948 -2.19 0.93 -0.62
C -6.77011 -0.70159 3.27048 -1.55 -0.73 -2.50
C -8.05611 -0.92659 2.37148 0.72 -1.47 -0.84
C -8.87011 0.32041 2.09948 -4.41 -5.29 5.14
N -8.80011 -2.03359 2.96248 -5.34 6.96 -0.71
H -4.34911 0.27941 4.05748 -0.32 -0.38 -0.97
H -4.11111 0.86141 2.36248 0.04 -0.02 0.69
H -3.96611 -0.79959 2.60148 -0.95 -0.25 0.56
H -6.29311 -1.61859 3.44148 0.70 -2.04 -0.24
H -7.09911 -0.50559 4.25548 -0.40 1.59 1.37
H -7.87611 -1.39859 1.38048 1.14 0.79 0.28
H -9.67611 0.17941 1.45248 -0.93 -0.69 -1.69
H -8.27711 0.98641 1.78348 4.18 5.70 -1.97
H -9.49311 0.52141 3.03948 1.37 0.58 -0.74
H -9.16811 -1.64359 3.81848 -0.17 -0.87 0.55
H -8.23311 -2.71859 3.05548 4.44 -6.01 1.36
C -0.13211 -3.61159 0.80448 -2.13 -2.10 0.81
O -0.04511 -2.50659 1.61348 -1.23 3.60 0.98
C -0.87311 -1.37559 1.20748 7.23 4.13 2.61
C -0.22611 -0.63859 0.02648 1.14 -1.76 0.13
C 1.22589 -0.17559 0.46948 -2.83 1.44 -1.33
N -1.04611 0.50341 -0.20852 -4.18 -0.89 0.02
H 0.16789 -4.32559 1.63848 -0.03 -0.41 -2.16
H 0.50789 -3.51559 -0.08652 -0.13 -0.54 0.27
H -1.27011 -3.90959 0.47448 2.53 0.80 0.65
H -1.73011 -1.69059 0.99748 -7.44 -3.00 -2.16
H -1.11511 -0.48259 1.96948 1.20 -2.43 -0.55
H -0.27111 -1.52459 -0.77152 0.75 2.13 0.66
H 1.64789 0.42541 -0.30952 0.38 0.24 -0.77
H 1.87389 -0.92259 0.71848 1.56 -2.34 0.50
H 1.19389 0.50341 1.31448 -0.53 0.04 0.36
H -2.04111 0.19541 -0.56652 2.14 0.16 1.43
H -0.93111 1.15041 -0.94452 1.90 0.52 -1.24
C 3.07789 4.69341 -0.69052 -9.49 1.86 0.09
O 2.09989 4.45241 -1.74052 0.33 -0.77 0.06
C 1.48789 3.10741 -1.78352 0.70 1.51 -0.64
C 0.34389 3.06741 -2.85052 -1.39 -0.11 0.26
C -0.93911 4.01141 -2.60752 -0.57 -4.10 -0.40
N -0.28311 1.69641 -2.87252 0.43 -0.20 -0.97
H 2.63689 4.97441 0.27048 -0.49 -0.83 0.10
H 3.63389 5.47941 -0.82352 2.19 5.46 -2.17
H 3.80889 4.13641 -0.59252 6.17 -7.31 0.94
H 2.29789 2.36041 -1.97852 -0.76 0.32 -0.09
H 1.05989 2.93941 -0.84952 -0.63 -0.62 1.96
H 0.94289 3.24541 -3.72652 -0.54 0.54 -1.08
H -0.66811 4.91341 -2.26652 1.13 3.57 0.92
H -1.48311 3.53641 -1.70952 0.53 0.49 -1.54
H -1.66911 4.13041 -3.48752 1.34 -0.49 1.19
H 0.36489 1.06141 -3.31952 0.57 -0.34 0.35
H -1.07111 1.56941 -3.54452 0.49 1.09 0.81
C 4.90689 0.61541 0.41548 -0.59 0.62 -0.91
O 5.41289 1.76941 1.05048 2.02 0.45 -0.30
C 5.03989 1.86541 2.38348 -2.83 -0.29 2.14
C 5.77189 2.88541 3.28348 0.60 1.58 -9.04
C 5.29989 4.24941 2.70248 1.46 -2.73 -4.45
N 7.18589 2.85241 2.99848 -0.37 2.92 18.42
H 5.06789 0.74341 -0.69052 -0.53 0.14 1.03
H 3.87489 0.69541 0.74948 -0.67 -0.96 -0.87
H 5.29789 -0.39959 0.61648 0.36 0.63 0.79
H 3.91189 1.93241 2.52048 0.73 1.09 -0.70
H 5.03489 0.92741 2.83248 1.20 -2.34 0.92
H 5.53889 2.96841 4.21048 -1.45 -0.74 6.17
H 5.88289 5.00641 3.08148 1.78 1.84 0.26
H 4.36089 4.46241 3.00548 -3.44 0.41 0.71
H 5.30389 4.13141 1.43448 0.19 0.82 3.67
H 7.28089 2.60241 2.24148 1.93 -4.51 -18.66
H 7.60589 1.97441 3.39348 -0.41 1.10 0.74
C -1.94411 3.39541 1.16148 -3.22 -2.91 3.30
O -1.49911 2.23741 2.00548 0.53 0.93 -0.40
H -2.85011 2.87441 0.61648 1.40 2.02 0.67
H -1.21311 3.68641 0.48048 1.27 0.79 -1.01
H -2.27711 4.23041 1.96348 0.75 -1.92 -2.28
H -1.14511 1.48041 1.44748 -0.77 1.40 -0.18
C 1.59989 1.53241 4.05548 0.42 -0.03 1.13
O 2.77289 1.92341 4.76648 1.24 1.79 -4.60
H 1.27289 2.27041 3.26248 0.76 -1.29 0.66
H 0.82389 1.41841 4.77048 -1.31 0.49 0.55
H 1.83489 0.49141 3.90648 -0.43 -0.42 -1.93
H 2.73089 1.82841 5.65348 -0.72 -0.52 4.20
C -2.54711 -3.78059 3.51048 -0.58 0.53 0.62
O -3.11211 -5.10659 3.46648 0.30 0.65 -0.93
H -2.95711 -3.28059 4.38848 0.78 -0.05 0.59
H -2.88911 -3.02459 2.78048 -0.38 -1.15 -0.71
H -1.45211 -3.74659 3.41248 -0.34 -0.33 0.51
H -3.41511 -5.38559 4.33648 0.21 0.39 -0.09
C 2.99389 -4.76159 0.78848 4.00 -3.62 -4.69
O 4.38289 -5.17359 1.02148 0.08 0.71 1.39
H 3.04789 -3.81159 0.30948 -0.86 0.76 -0.15
H 2.48789 -4.89259 1.63848 -2.00 0.06 3.20
H 2.82589 -5.66859 0.08248 -1.53 2.07 0.60
H 4.85789 -4.91259 0.24048 0.40 0.04 -0.35
```
Forces are in eV/Å.

Computed properties:
Kohn-Sham gap: 0.3472 Eh
SMILES: COC[C@H](C)N.COC[C@H](C)N.COC[C@H](C)N.COC[C@H](C)N.COC[C@H](C)N.COC[C@H](C)N.CO.CO.CO.CO
max |F|: 0.3752 Eh/bohr

Atom charges from the Mulliken analysis, given in e for atoms 1 to 8:
1 C -0.95
2 O -0.41
3 C -1.24
4 C 0.62
5 C -1.61
6 N -0.79
7 H 0.40
8 H 0.28